Below is C8H14N2O6 as an isolated structure at a distorted geometry, with properties calculated with ωB97M-V/def2-TZVPD.

```
! RIJCOSX wB97M-V def2-TZVPD def2/J DEFGRID3
* xyz 0 1
O -4.209 -1.366 0.203
O -2.202 -1.689 -0.529
O 0.802 2.851 -0.336
O 0.594 -2.677 0.581
O 4.116 -1.861 0.346
O 4.213 0.370 -0.289
N 1.889 0.811 -0.368
N -0.848 1.745 1.473
C 0.885 1.727 -0.089
C -2.997 -0.821 -0.139
C -1.462 1.161 -0.701
C 2.068 -0.479 0.124
C -2.884 0.750 -0.217
C 3.473 -0.772 0.147
C -0.386 1.057 0.376
C 1.031 -1.544 -0.483
H -0.559 1.205 2.361
H -0.213 2.745 1.529
H -1.398 0.215 -1.457
H -0.422 -2.725 0.423
H 5.040 0.080 -0.624
H -0.076 -0.763 -0.943
H 1.653 -0.585 1.261
H -3.111 1.058 0.792
H 1.631 -2.091 -1.492
H 2.772 1.099 -0.592
H -3.711 0.858 -0.754
H -1.545 2.158 -1.098
H -3.775 -2.435 0.128
H -0.366 -0.084 0.365
*
```

- HOMO: -9.6 eV
- Electronic energy: -873.9813 hartree
- LUMO energy: 0.2696 eV
- Gap between HOMO and LUMO: 0.364 hartree
- Energy relative to the best compared isomer or geometry (same formula, charge and spin): 756.4 kJ/mol

---

Below is C34H28BrN10O4S3Y as an isolated structure at a distorted geometry, with properties calculated with ωB97M-V/def2-TZVPD.

```
! RIJCOSX wB97M-V def2-TZVPD def2/J DEFGRID3
* xyz 0 1
Y -0.211 0.493 -0.473
Br -3.066 -7.344 0.194
S 0.962 2.851 -1.746
S -0.369 4.038 1.360
S 1.797 3.292 3.255
O -0.478 -2.579 -1.052
O -1.703 -1.031 -0.035
O 3.421 0.172 3.992
O 1.303 -0.722 0.436
N -2.018 1.017 1.478
N -1.343 -0.188 -2.687
N -1.747 3.066 -1.990
N 1.377 -0.032 -2.399
N 1.664 0.800 2.112
N 0.871 -0.607 -3.377
N -4.634 -3.645 1.043
N -1.804 2.242 -0.924
N -0.489 4.211 -3.466
N 0.797 1.646 1.418
C 1.076 4.954 3.443
C 3.179 0.700 -3.905
C -3.268 -5.463 0.354
C -0.470 -0.981 -3.321
C -1.453 -2.240 -0.386
C 2.848 -2.616 1.681
C -4.482 0.675 2.696
C 4.808 1.066 -1.683
C 4.407 -3.246 3.381
C -0.535 3.382 -2.395
C 4.469 1.168 -4.064
C 3.477 -1.021 3.384
C -3.135 1.454 0.881
C -2.485 -3.248 0.054
C 1.841 -0.377 1.547
C -2.192 -2.428 -4.098
C -2.274 -4.611 -0.086
C 0.751 2.826 1.914
C -3.683 -2.818 0.620
C -4.388 1.312 1.472
C -3.325 0.208 3.301
C 4.317 -1.988 3.939
C -4.428 -4.952 0.916
C -2.637 -0.488 -2.788
C -2.116 0.413 2.652
C -0.855 -2.101 -4.055
C -2.970 2.138 -0.391
C 2.696 0.423 -2.627
C 0.587 5.408 2.087
C 3.513 0.612 -1.515
C 5.288 1.347 -2.955
C 3.668 -3.571 2.246
C 2.736 -1.336 2.232
C -3.108 -1.595 -3.465
H -5.265 1.703 0.971
H -3.359 -0.307 4.250
H 1.864 5.603 3.825
H -5.443 0.548 3.177
H 6.298 1.714 -3.084
H 4.837 1.399 -5.054
H -4.169 -1.798 -3.506
H 2.268 -2.830 0.792
H 3.737 -4.559 1.811
H -1.342 4.650 -3.767
H 5.445 1.208 -0.820
H -3.320 0.192 -2.292
H -1.184 0.082 3.100
H 4.886 -1.717 4.819
H -0.099 -2.702 -4.539
H -0.076 6.270 2.151
H 0.391 4.632 -3.694
H -2.524 -3.310 -4.629
H 2.517 0.574 -4.750
H 0.263 4.902 4.166
H 5.054 -3.986 3.835
H -3.817 2.649 -0.842
H 2.755 0.711 3.507
H 3.119 0.399 -0.530
H 1.416 5.629 1.416
H -1.354 -4.978 -0.523
H -5.212 -5.608 1.274
H -3.875 -1.758 0.732
*
```

- HOMO: -7.7 eV
- Electronic energy: -5968.0963 hartree
- LUMO energy: -0.9376 eV
- Gap between HOMO and LUMO: 0.248 hartree
- Energy relative to the best compared isomer or geometry (same formula, charge and spin): 106.6 kJ/mol

---

Below is a 2-piece molecular cluster, C6H14N2O2 overall at a distorted geometry, with properties calculated with ωB97M-V/def2-TZVPD.

```
! RIJCOSX wB97M-V def2-TZVPD def2/J DEFGRID3
* xyz 0 1
O 1.758 -0.579 3.010
O -1.545 -0.291 -3.359
N 0.501 0.581 1.528
N 0.004 -0.356 -1.719
C 0.822 -0.538 2.240
C 1.035 -0.998 -2.468
C 1.066 1.893 1.776
C -1.205 0.017 -2.239
C -1.980 0.876 -1.279
C -0.142 -1.694 2.053
H 2.134 1.788 1.947
H -0.355 0.571 0.999
H -2.478 0.281 -0.509
H -0.470 -1.790 1.012
H 0.904 2.491 0.880
H -1.471 1.756 -0.864
H 0.704 2.404 2.671
H -1.012 -1.486 2.678
H 1.850 -0.380 -2.875
H 0.328 -2.638 2.317
H 0.181 -0.133 -0.755
H -2.790 1.452 -1.749
H 0.620 -1.435 -3.379
H 1.541 -1.791 -1.916
*
```

- HOMO: -9.8 eV
- Electronic energy: -497.0257 hartree
- LUMO energy: 0.5187 eV
- Gap between HOMO and LUMO: 0.379 hartree
- SMILES: CNC(C)=O.CNC(C)=O
- Energy relative to the best compared isomer or geometry (same formula, charge and spin): 83.7 kJ/mol